{
  "formula": "C33H94O39P6S5",
  "method": "ωB97M-V/def2-TZVPD",
  "e_lumo_ev": 0.100,
  "smiles": "CCOS(C)(=O)=O.CCOS(C)(=O)=O.CCOS(C)(=O)=O.CCOS(C)(=O)=O.CCOS(C)(=O)=O.COP(=O)(OC)OC.COP(=O)(OC)OC.COP(=O)(OC)OC.COP(=O)(OC)OC.COP(=O)(OC)OC.COP(=O)(OC)OC",
  "homo_energy_ev": -10.34,
  "de_lowest_kj_mol": 923.9,
  "orbital_gap_ha": 0.3836,
  "species": ["C", "C", "O", "S", "C", "O", "O", "H", "H", "H", "H", "H", "H", "H", "H", "C", "C", "O", "S", "C", "O", "O", "H", "H", "H", "H", "H", "H", "H", "H", "C", "C", "O", "S", "C", "O", "O", "H", "H", "H", "H", "H", "H", "H", "H", "C", "C", "O", "S", "C", "O", "O", "H", "H", "H", "H", "H", "H", "H", "H", "C", "C", "O", "S", "C", "O", "O", "H", "H", "H", "H", "H", "H", "H", "H", "C", "O", "P", "O", "O", "C", "O", "C", "H", "H", "H", "H", "H", "H", "H", "H", "H", "C", "O", "P", "O", "O", "C", "O", "C", "H", "H", "H", "H", "H", "H", "H", "H", "H", "C", "O", "P", "O", "O", "C", "O", "C", "H", "H", "H", "H", "H", "H", "H", "H", "H", "C", "O", "P", "O", "O", "C", "O", "C", "H", "H", "H", "H", "H", "H", "H", "H", "H", "C", "O", "P", "O", "O", "C", "O", "C", "H", "H", "H", "H", "H", "H", "H", "H", "H", "C", "O", "P", "O", "O", "C", "O", "C", "H", "H", "H", "H", "H", "H", "H", "H", "H"],
  "coordinates": [[-9.028, 12.858, 13.306], [-9.044, 13.034, 14.808], [-9.212, 14.332, 15.202], [-10.056, 14.725, 16.594], [-11.737, 14.541, 16.045], [-9.816, 13.717, 17.614], [-9.857, 16.179, 16.835], [-10.024, 13.147, 12.970], [-8.776, 11.815, 13.113], [-8.348, 13.600, 12.890], [-9.720, 12.357, 15.331], [-8.035, 12.834, 15.169], [-12.418, 15.154, 16.634], [-11.956, 13.475, 16.098], [-11.693, 14.912, 15.021], [-24.725, 23.471, 32.093], [-23.561, 22.836, 31.425], [-23.251, 23.522, 30.207], [-22.044, 22.884, 29.237], [-20.582, 23.318, 30.273], [-22.251, 21.426, 29.108], [-21.857, 23.658, 28.054], [-24.835, 23.084, 33.106], [-25.588, 23.125, 31.525], [-24.686, 24.545, 31.914], [-22.668, 22.983, 32.033], [-23.758, 21.769, 31.320], [-20.523, 24.407, 30.296], [-19.760, 23.087, 29.596], [-20.628, 22.883, 31.271], [-21.888, 13.531, 18.991], [-20.532, 13.607, 19.777], [-20.069, 12.394, 20.479], [-19.332, 12.565, 21.987], [-17.770, 13.478, 21.395], [-20.098, 13.564, 22.760], [-18.979, 11.258, 22.542], [-21.753, 12.839, 18.160], [-22.220, 14.478, 18.568], [-22.685, 13.140, 19.624], [-19.690, 13.920, 19.161], [-20.677, 14.363, 20.549], [-17.200, 13.716, 22.293], [-18.170, 14.316, 20.824], [-17.280, 12.800, 20.696], [-23.476, 27.484, 18.056], [-24.995, 27.621, 18.356], [-25.174, 28.604, 19.398], [-26.447, 29.550, 19.250], [-27.776, 28.302, 19.558], [-26.385, 30.484, 20.365], [-26.628, 29.995, 17.894], [-22.924, 28.100, 18.766], [-23.330, 27.907, 17.062], [-23.041, 26.485, 18.038], [-25.574, 27.897, 17.474], [-25.420, 26.781, 18.905], [-27.492, 27.822, 20.495], [-27.822, 27.478, 18.846], [-28.669, 28.887, 19.775], [-23.965, 24.526, 11.986], [-25.385, 24.798, 12.408], [-25.896, 23.594, 12.984], [-27.481, 23.622, 13.490], [-28.178, 23.205, 11.874], [-27.700, 22.528, 14.400], [-27.831, 25.006, 13.865], [-23.879, 23.735, 11.242], [-23.365, 24.168, 12.822], [-23.518, 25.398, 11.509], [-25.440, 25.632, 13.107], [-25.913, 25.071, 11.494], [-28.004, 24.089, 11.260], [-29.184, 22.831, 12.061], [-27.569, 22.439, 11.394], [-33.557, 14.267, 17.997], [-32.553, 13.417, 18.450], [-31.816, 13.581, 19.871], [-32.612, 14.431, 20.847], [-31.444, 12.058, 20.367], [-32.432, 11.229, 20.793], [-30.346, 14.256, 19.584], [-30.252, 15.593, 19.190], [-34.481, 13.699, 18.103], [-33.500, 14.392, 16.915], [-33.721, 15.158, 18.603], [-33.460, 11.591, 20.761], [-32.302, 10.872, 21.814], [-32.413, 10.396, 20.090], [-29.878, 15.575, 18.166], [-29.553, 16.185, 19.780], [-31.188, 16.153, 19.202], [-11.465, 23.533, 25.247], [-12.407, 24.004, 24.288], [-13.639, 23.003, 23.763], [-14.515, 22.543, 24.884], [-14.474, 23.716, 22.560], [-14.993, 25.045, 22.657], [-12.855, 21.761, 23.090], [-13.678, 20.737, 22.467], [-11.387, 24.308, 26.010], [-10.479, 23.512, 24.783], [-11.697, 22.596, 25.752], [-14.636, 25.543, 21.756], [-14.732, 25.505, 23.610], [-16.081, 25.020, 22.594], [-13.620, 20.802, 21.380], [-14.726, 20.874, 22.736], [-13.335, 19.785, 22.871], [-20.309, 20.967, 21.082], [-20.217, 21.259, 19.674], [-20.214, 20.022, 18.623], [-19.082, 19.058, 18.775], [-21.751, 19.449, 18.801], [-22.921, 20.269, 18.575], [-20.270, 20.822, 17.200], [-20.313, 20.141, 15.919], [-21.315, 21.276, 21.365], [-19.578, 21.490, 21.699], [-20.165, 19.907, 21.289], [-23.289, 19.815, 17.655], [-22.756, 21.323, 18.349], [-23.551, 20.083, 19.445], [-21.344, 19.954, 15.619], [-19.889, 19.142, 16.024], [-19.773, 20.747, 15.191], [-16.138, 16.273, 27.874], [-15.182, 15.232, 27.990], [-14.576, 14.989, 29.480], [-15.680, 14.550, 30.410], [-13.425, 13.798, 29.208], [-13.517, 12.587, 29.982], [-13.713, 16.328, 29.835], [-12.442, 16.595, 29.210], [-16.253, 16.796, 28.824], [-17.166, 15.973, 27.672], [-15.876, 17.019, 27.123], [-14.129, 12.703, 30.877], [-12.478, 12.345, 30.204], [-14.101, 11.832, 29.456], [-12.025, 15.740, 28.679], [-11.758, 16.928, 29.991], [-12.543, 17.381, 28.461], [-14.717, 22.044, 4.180], [-15.207, 22.724, 5.328], [-14.746, 24.228, 5.636], [-14.577, 25.156, 4.429], [-15.872, 24.728, 6.709], [-16.117, 23.973, 7.927], [-13.450, 24.140, 6.652], [-12.863, 25.277, 7.114], [-13.762, 22.416, 3.808], [-15.487, 22.112, 3.412], [-14.478, 20.995, 4.356], [-16.137, 22.942, 7.572], [-17.110, 24.096, 8.360], [-15.320, 23.865, 8.663], [-11.836, 25.425, 6.778], [-12.936, 25.417, 8.193], [-13.426, 26.141, 6.761], [-19.784, 16.100, 8.953], [-19.470, 15.365, 10.080], [-20.759, 14.915, 11.003], [-21.840, 15.884, 11.024], [-21.217, 13.506, 10.384], [-21.902, 12.533, 11.147], [-20.080, 14.564, 12.498], [-18.995, 13.603, 12.636], [-19.252, 15.654, 8.113], [-19.225, 17.017, 9.139], [-20.823, 16.255, 8.663], [-21.284, 11.635, 11.149], [-22.749, 12.131, 10.592], [-22.248, 12.877, 12.122], [-19.295, 12.855, 13.370], [-18.094, 14.126, 12.958], [-18.774, 13.042, 11.728]]
}

{
  "formula": "C34H102N12O13",
  "method": "ωB97M-V/def2-TZVPD",
  "e_lumo_ev": 0.387,
  "homo_energy_ev": -8.91,
  "orbital_gap_ha": 0.3418,
  "species": ["C", "O", "N", "N", "H", "H", "H", "H", "C", "O", "N", "N", "H", "H", "H", "H", "C", "C", "C", "O", "C", "N", "H", "H", "H", "H", "H", "H", "H", "H", "H", "H", "H", "C", "C", "C", "O", "C", "N", "H", "H", "H", "H", "H", "H", "H", "H", "H", "H", "H", "C", "C", "C", "O", "C", "N", "H", "H", "H", "H", "H", "H", "H", "H", "H", "H", "H", "C", "C", "C", "O", "C", "N", "H", "H", "H", "H", "H", "H", "H", "H", "H", "H", "H", "C", "C", "C", "O", "C", "N", "H", "H", "H", "H", "H", "H", "H", "H", "H", "H", "H", "C", "C", "C", "O", "C", "N", "H", "H", "H", "H", "H", "H", "H", "H", "H", "H", "H", "C", "C", "C", "O", "C", "N", "H", "H", "H", "H", "H", "H", "H", "H", "H", "H", "H", "C", "C", "C", "O", "C", "N", "H", "H", "H", "H", "H", "H", "H", "H", "H", "H", "H", "O", "H", "H", "O", "H", "H", "O", "H", "H"],
  "coordinates": [[-1.876, -0.154, 4.937], [-1.555, 0.136, 6.077], [-1.111, -0.793, 4.089], [-3.022, 0.187, 4.409], [-1.400, -1.011, 3.158], [-0.139, -0.805, 4.375], [-3.233, -0.098, 3.448], [-3.750, 0.498, 5.035], [2.262, -3.345, 4.923], [2.253, -2.247, 4.459], [2.012, -3.645, 6.174], [2.562, -4.428, 4.194], [1.575, -4.537, 6.379], [1.638, -2.859, 6.703], [3.080, -5.095, 4.779], [3.032, -4.161, 3.332], [6.766, -2.799, 2.150], [5.278, -2.594, 2.494], [4.962, -1.109, 2.530], [5.653, -0.441, 1.505], [5.371, 0.950, 1.525], [4.319, -3.347, 1.661], [6.987, -2.712, 1.062], [7.207, -3.734, 2.534], [7.372, -1.999, 2.608], [5.068, -2.957, 3.506], [5.338, -0.698, 3.463], [3.897, -0.911, 2.488], [5.998, 1.414, 0.748], [5.725, 1.383, 2.469], [4.322, 1.140, 1.343], [4.295, -3.060, 0.687], [4.531, -4.356, 1.714], [-0.850, -4.356, 3.761], [-0.929, -5.309, 2.547], [-1.290, -6.749, 3.001], [-1.482, -7.594, 1.899], [-0.316, -8.034, 1.277], [-1.940, -4.847, 1.548], [-1.785, -4.398, 4.307], [-0.669, -3.300, 3.525], [-0.002, -4.579, 4.406], [0.048, -5.336, 2.058], [-2.126, -6.697, 3.689], [-0.500, -7.266, 3.568], [0.261, -7.256, 0.784], [-0.580, -8.813, 0.545], [0.334, -8.566, 2.002], [-2.651, -4.368, 2.105], [-2.421, -5.634, 1.133], [1.143, 6.441, 1.240], [-0.178, 6.908, 1.801], [-0.811, 5.867, 2.710], [-1.188, 4.866, 1.796], [-1.593, 3.605, 2.366], [-0.022, 8.067, 2.581], [1.806, 6.347, 2.085], [1.598, 7.079, 0.464], [1.023, 5.454, 0.772], [-0.975, 7.128, 1.052], [-1.700, 6.226, 3.243], [-0.171, 5.483, 3.518], [-0.747, 3.287, 2.992], [-1.848, 2.930, 1.559], [-2.469, 3.840, 2.952], [0.514, 7.781, 3.388], [0.676, 8.622, 2.084], [1.429, 1.961, -0.119], [0.580, 0.847, -0.752], [0.270, -0.237, 0.246], [1.464, -0.912, 0.538], [1.096, -1.812, 1.524], [-0.768, 1.193, -1.317], [0.993, 2.492, 0.736], [1.891, 2.691, -0.814], [2.313, 1.394, 0.182], [1.142, 0.485, -1.617], [-0.533, -0.961, 0.035], [-0.041, 0.314, 1.207], [1.953, -2.469, 1.702], [0.369, -2.586, 1.268], [0.690, -1.231, 2.338], [-1.424, 1.116, -0.538], [-0.823, 2.160, -1.637], [-0.220, 2.044, -7.756], [-0.362, 0.648, -7.204], [0.039, 0.757, -5.749], [1.198, 1.568, -5.593], [1.453, 1.745, -4.244], [-1.699, 0.035, -7.320], [-0.635, 2.037, -8.786], [0.842, 2.297, -7.848], [-0.648, 2.817, -7.114], [0.331, -0.037, -7.724], [0.176, -0.151, -5.186], [-0.785, 1.334, -5.376], [0.601, 2.096, -3.660], [2.229, 2.532, -4.166], [1.860, 0.804, -3.823], [-1.708, -0.825, -6.773], [-2.473, 0.621, -7.023], [-3.037, 4.085, -2.639], [-2.431, 4.753, -1.340], [-1.083, 5.327, -1.658], [-0.277, 4.408, -2.351], [0.989, 5.108, -2.446], [-3.276, 5.800, -0.756], [-3.322, 4.932, -3.294], [-3.904, 3.470, -2.440], [-2.309, 3.453, -3.157], [-2.375, 3.962, -0.608], [-0.586, 5.601, -0.720], [-1.174, 6.250, -2.252], [0.873, 6.031, -3.013], [1.750, 4.521, -2.983], [1.395, 5.397, -1.467], [-4.288, 5.708, -0.852], [-3.113, 5.994, 0.232], [4.835, -3.500, -3.501], [3.378, -3.634, -3.594], [2.846, -4.113, -2.237], [1.444, -4.118, -2.355], [0.865, -4.654, -1.164], [2.814, -2.386, -3.966], [5.171, -2.973, -4.379], [5.352, -4.470, -3.454], [5.159, -2.924, -2.636], [3.176, -4.312, -4.418], [3.198, -3.372, -1.473], [3.211, -5.110, -2.002], [-0.160, -4.793, -1.491], [1.000, -3.960, -0.328], [1.353, -5.625, -0.959], [2.872, -1.718, -3.196], [1.830, -2.469, -4.195], [-6.454, 0.818, 1.592], [-5.794, 0.904, 0.249], [-6.664, 1.794, -0.625], [-6.165, 1.908, -1.915], [-6.960, 2.541, -2.852], [-4.367, 1.312, 0.245], [-6.424, 1.744, 2.127], [-5.933, 0.095, 2.218], [-7.485, 0.480, 1.431], [-5.897, -0.057, -0.264], [-6.717, 2.851, -0.262], [-7.705, 1.450, -0.762], [-7.174, 3.584, -2.563], [-7.900, 1.990, -3.008], [-6.555, 2.550, -3.866], [-4.334, 2.139, 0.860], [-4.086, 1.647, -0.685], [-2.878, -0.789, 1.592], [-2.547, -1.461, 0.954], [-3.181, -0.045, 1.051], [4.453, -0.316, -1.350], [4.935, -0.516, -0.527], [5.119, -0.241, -2.054], [-2.318, -2.691, -0.597], [-1.672, -2.482, -1.289], [-1.855, -3.285, 0.044]]
}